Entry from the Open Molecules 2025 dataset: the ion C12H26N3OS with charge +1 (wB97M-V/def2-TZVPD).

ORCA input file:
```
! wB97M-V def2-TZVPD RIJCOSX def2/J DEFGRID3
* xyz 1 1
C 0.352 -0.673 5.561
H 0.517 -1.142 6.526
H -0.318 -1.304 4.980
H -0.122 0.291 5.727
C 1.692 -0.515 4.850
H 2.352 0.135 5.440
H 2.173 -1.489 4.736
O 1.596 -0.018 3.526
C 1.211 1.336 3.386
C -0.255 1.499 2.935
H -0.351 2.465 2.440
C -0.695 0.373 1.987
N 0.347 0.053 1.040
C 0.338 0.220 -0.267
S 1.734 -0.014 -1.166
N -0.888 0.563 -0.861
C -1.776 -0.549 -1.132
H -2.759 -0.134 -1.367
C -1.241 -1.399 -2.311
N -0.358 -0.580 -3.169
H 0.576 -0.411 -2.589
C -0.942 0.761 -3.337
H -0.388 1.312 -4.095
H -1.979 0.657 -3.667
C -0.845 1.488 -1.983
H -1.682 2.184 -1.876
H 0.082 2.059 -1.921
C -0.013 -1.260 -4.436
C 1.236 -0.667 -5.069
H 1.082 0.353 -5.408
H 2.066 -0.683 -4.367
H 1.513 -1.264 -5.933
H 0.167 -2.311 -4.206
H -0.865 -1.195 -5.117
H -0.658 -2.243 -1.938
H -2.071 -1.783 -2.909
H -1.873 -1.173 -0.244
H 1.217 -0.227 1.486
H -0.896 -0.528 2.572
H -1.597 0.668 1.451
H -0.927 1.490 3.793
H 1.870 1.764 2.621
H 1.378 1.890 4.314
*
```

The value obtained for the gap between HOMO and LUMO is 9.71 eV. The value obtained for the strongest force on any atom is 0.0144 hartree/bohr. Its total energy is -30212.8897 eV. As for the energy above the lowest of the compared OMol25 structures with the same formula, charge and spin: 0.0 kJ/mol.